[1]
{
  "formula": "C3H12N2O",
  "method": "ωB97M-V/def2-TZVPD",
  "e_tot_ev": -8330.3648,
  "e_above_lowest_ev": 2.9573,
  "mol_weight_g_mol": 92.1,
  "smiles": "CCN.CNO",
  "total_charge": 0,
  "gap_ev": 9.63,
  "fmax_ev_per_a": 3.7,
  "species": ["C", "C", "N", "H", "H", "H", "H", "H", "H", "H", "C", "N", "O", "H", "H", "H", "H", "H"],
  "coordinates": [[-0.73, -1.55, -0.10], [0.26, -1.41, -1.53], [1.48, -0.74, -1.33], [-0.13, -2.00, 0.69], [-1.44, -0.76, 0.16], [-1.44, -2.32, -0.41], [0.42, -2.44, -1.86], [-0.37, -0.85, -2.22], [2.08, -1.22, -0.67], [1.31, 0.23, -0.99], [-0.05, 1.69, 1.85], [0.22, 1.30, 0.48], [-0.83, 1.81, -0.39], [-0.99, 1.28, 2.22], [0.78, 1.33, 2.46], [-0.09, 2.78, 1.94], [0.04, 0.19, 0.40], [-0.51, 2.67, -0.68]],
  "nbo_charge": [-0.7316, -0.1779, -0.8441, 0.2053, 0.2228, 0.2210, 0.1878, 0.1931, 0.3496, 0.3821, -0.4357, -0.3884, -0.6176, 0.1762, 0.2058, 0.1976, 0.3870, 0.4673]
}

=====

[2]
{
  "formula": "C9H14",
  "method": "ωB97M-V/def2-TZVPD",
  "e_tot_ev": -9558.0524,
  "e_above_lowest_ev": 2.1290,
  "mol_weight_g_mol": 122.2,
  "smiles": "Cc1ccccc1.CC",
  "total_charge": 0,
  "gap_ev": 10.02,
  "fmax_ev_per_a": 5.1,
  "species": ["C", "C", "C", "C", "C", "C", "C", "H", "H", "H", "H", "H", "H", "H", "H", "C", "C", "H", "H", "H", "H", "H", "H"],
  "coordinates": [[0.73, -1.12, -2.26], [-0.12, -1.10, -1.03], [-1.20, -0.16, -0.93], [-1.95, -0.01, 0.27], [-1.58, -0.77, 1.38], [-0.53, -1.72, 1.35], [0.03, -1.93, 0.13], [1.86, -0.92, -2.08], [0.38, -0.35, -2.97], [0.81, -2.01, -2.84], [-1.54, 0.46, -1.91], [-2.74, 0.81, 0.32], [-1.88, -0.49, 2.43], [-0.43, -2.43, 2.25], [0.63, -2.80, 0.11], [0.87, 1.28, 1.21], [1.03, 2.32, 0.15], [0.17, 1.62, 1.97], [0.50, 0.38, 0.92], [1.82, 1.12, 1.86], [2.09, 2.92, 0.22], [0.14, 3.12, 0.28], [0.91, 1.77, -0.82]],
  "nbo_charge": [-0.6391, -0.0315, -0.2018, -0.2428, -0.2194, -0.2137, -0.2170, 0.2242, 0.2203, 0.2264, 0.2202, 0.2286, 0.2152, 0.2279, 0.2071, -0.6156, -0.6196, 0.1976, 0.2131, 0.1947, 0.2095, 0.2054, 0.2102]
}

=====

[3]
{
  "formula": "C2H5S",
  "method": "ωB97M-V/def2-TZVPD",
  "e_tot_ev": -12990.2203,
  "e_above_lowest_ev": 0.6956,
  "mol_weight_g_mol": 61.1,
  "total_charge": -1,
  "gap_ev": 6.31,
  "fmax_ev_per_a": 1.2,
  "species": ["S", "H", "C", "C", "H", "H", "H", "H"],
  "coordinates": [[-0.55, -2.04, 2.60], [-0.92, -3.26, 2.16], [-0.06, 0.61, -0.27], [0.54, 1.15, -1.33], [0.11, -0.40, 0.07], [-0.86, 1.17, 0.21], [1.42, 0.63, -1.70], [0.33, 2.13, -1.73]],
  "nbo_charge": [-1.0746, 0.0824, -0.3410, -0.4484, 0.2461, 0.1815, 0.1787, 0.1752]
}

=====

[4]
{
  "formula": "C6H8O2",
  "method": "ωB97M-V/def2-TZVPD",
  "e_tot_ev": -10438.2791,
  "e_above_lowest_ev": 8.4473,
  "mol_weight_g_mol": 112.1,
  "smiles": "C1O[C@@H]2CO[C@H]3[C@@H]1[C@H]32",
  "total_charge": 0,
  "gap_ev": 10.04,
  "fmax_ev_per_a": 6.8,
  "species": ["C", "O", "C", "C", "O", "C", "C", "C", "H", "H", "H", "H", "H", "H", "H", "H"],
  "coordinates": [[-1.73, 0.04, -0.56], [-1.34, -1.08, 0.30], [-0.04, -0.83, 0.34], [1.55, -1.16, 0.00], [1.79, 0.11, -0.52], [1.00, 1.09, 0.13], [-0.65, 1.09, -0.19], [-0.04, 0.39, 0.98], [-2.91, 0.09, -0.41], [-1.58, -0.34, -1.53], [-0.03, -0.70, -0.74], [1.54, -1.92, -0.79], [2.23, -1.16, 0.85], [1.64, 1.90, 0.13], [-1.10, 2.00, 0.06], [-0.34, 0.48, 1.95]],
  "nbo_charge": [-0.0915, -0.5136, 0.0442, -0.0507, -0.5359, 0.1471, -0.3034, -0.2990, 0.2174, 0.1704, 0.1784, 0.2071, 0.1867, 0.2176, 0.1974, 0.2278]
}

=====

[5]
{
  "formula": "C30H21CaClF9N4O6PS5Se2",
  "method": "ωB97M-V/def2-TZVPD",
  "e_tot_ev": -299282.9429,
  "e_above_lowest_ev": 0.0000,
  "mol_weight_g_mol": 1129.3,
  "total_charge": -2,
  "gap_ev": 7.27,
  "fmax_ev_per_a": 0.1,
  "species": ["Ca", "Se", "P", "Se", "C", "C", "C", "C", "C", "C", "C", "C", "C", "C", "C", "C", "H", "H", "H", "H", "H", "H", "H", "H", "H", "H", "F", "C", "F", "F", "S", "O", "O", "N", "S", "O", "O", "C", "F", "F", "F", "F", "C", "F", "F", "C", "C", "C", "N", "C", "C", "H", "H", "H", "H", "S", "C", "S", "C", "N", "N", "C", "C", "C", "C", "C", "C", "S", "H", "H", "H", "H", "H", "Cl", "C", "C", "O", "O", "H", "H"],
  "coordinates": [[-0.39, 0.22, 0.27], [4.46, 0.58, -2.49], [3.61, 1.72, -0.89], [1.50, 2.21, -0.99], [4.03, 0.98, 0.74], [5.23, 0.27, 0.87], [5.61, -0.21, 2.11], [4.81, 0.00, 3.23], [3.61, 0.69, 3.09], [3.23, 1.18, 1.85], [4.49, 3.33, -0.73], [3.98, 4.32, 0.11], [4.67, 5.51, 0.28], [5.87, 5.73, -0.37], [6.38, 4.75, -1.21], [5.69, 3.55, -1.39], [5.83, 0.09, -0.01], [6.54, -0.77, 2.21], [5.10, -0.39, 4.19], [2.94, 0.80, 3.94], [2.28, 1.69, 1.75], [3.03, 4.16, 0.60], [4.26, 6.27, 0.93], [6.40, 6.66, -0.24], [7.32, 4.91, -1.74], [6.08, 2.78, -2.05], [-4.27, 0.19, -3.66], [-3.78, -0.17, -2.47], [-4.73, -0.03, -1.56], [-3.43, -1.45, -2.53], [-2.28, 0.87, -2.03], [-2.46, 1.23, -0.63], [-1.15, 0.01, -2.24], [-2.27, 2.04, -3.06], [-3.31, 3.23, -3.04], [-4.45, 3.00, -2.21], [-3.49, 3.74, -4.37], [-2.35, 4.56, -2.19], [-1.27, 4.89, -2.89], [-3.12, 5.65, -2.08], [-1.98, 4.18, -0.97], [6.11, -3.09, 0.52], [4.98, -3.83, 0.47], [5.00, -4.62, 1.56], [5.10, -4.64, -0.60], [3.74, -2.98, 0.41], [3.08, -2.62, 1.57], [1.97, -1.81, 1.47], [1.52, -1.36, 0.29], [2.17, -1.70, -0.82], [3.29, -2.51, -0.81], [3.42, -2.96, 2.54], [1.44, -1.48, 2.36], [1.80, -1.28, -1.75], [3.81, -2.73, -1.73], [-7.33, -0.89, 1.42], [-5.81, -1.46, 1.02], [-4.34, -0.85, 1.70], [-3.40, -2.05, 0.82], [-4.14, -2.81, 0.08], [-5.47, -2.45, 0.18], [-6.36, -3.19, -0.65], [-7.35, -2.55, -1.39], [-8.17, -3.30, -2.21], [-8.01, -4.67, -2.31], [-7.01, -5.30, -1.58], [-6.18, -4.57, -0.75], [-1.69, -2.19, 1.00], [-7.46, -1.48, -1.31], [-8.94, -2.80, -2.79], [-8.66, -5.25, -2.96], [-6.87, -6.37, -1.66], [-5.38, -5.03, -0.19], [-1.64, 0.15, 5.96], [-1.59, 0.31, 4.18], [-0.19, 0.23, 3.58], [0.73, -0.31, 4.18], [-0.13, 0.74, 2.41], [-2.07, 1.25, 3.91], [-2.17, -0.52, 3.76]],
  "mulliken_charge": [1.5655, -0.5281, 0.4166, -0.1925, 0.8275, -0.6100, -0.5267, -0.6083, -0.5805, -0.3012, 0.6542, -0.4575, -0.7022, -0.3587, -0.5446, -0.4311, 0.3334, 0.4087, 0.3961, 0.3470, 0.2621, 0.3385, 0.3711, 0.3503, 0.3619, 0.2387, -0.2469, 0.4841, -0.1511, -0.1988, 1.4262, -0.7069, -0.8267, -0.5160, 0.9544, -0.5730, -0.6531, 0.6524, -0.2219, -0.2421, -0.1946, -0.2339, 0.7291, -0.2952, -0.2842, 0.5586, -0.8032, -0.1916, 0.6455, -0.9425, -0.8383, 0.4785, 0.0905, 0.6100, 0.4917, -0.3686, -0.0258, -0.0648, 0.0276, -0.7241, 0.8151, 0.1983, -0.2788, -0.8352, -0.3763, -0.5262, -0.2766, -0.2938, 0.3910, 0.3397, 0.3635, 0.3429, 0.4578, -0.2649, 0.0007, 0.3338, -0.6903, -0.7316, 0.2945, -0.1391]
}

=====

[6]
{
  "formula": "C5H10O",
  "method": "ωB97M-V/def2-TZVPD",
  "e_tot_ev": -7392.6988,
  "e_above_lowest_ev": 2.0665,
  "mol_weight_g_mol": 86.1,
  "smiles": "C=CCCC=O.[H][H]",
  "total_charge": 0,
  "gap_ev": 10.90,
  "fmax_ev_per_a": 0.6,
  "species": ["C", "C", "C", "C", "C", "O", "H", "H", "H", "H", "H", "H", "H", "H", "H", "H"],
  "coordinates": [[-0.90, -2.04, 0.76], [-0.81, -0.72, 0.88], [0.46, 0.01, 1.24], [1.01, 0.79, 0.03], [-0.03, 1.76, -0.47], [-0.44, 1.83, -1.60], [-0.04, -2.68, 0.93], [-1.83, -2.52, 0.46], [-1.68, -0.09, 0.68], [0.28, 0.69, 2.08], [1.21, -0.72, 1.58], [1.90, 1.37, 0.34], [1.30, 0.11, -0.78], [-0.45, 2.43, 0.31], [0.07, -0.44, -3.38], [-0.04, 0.22, -3.04]],
  "nbo_charge": [-0.3849, -0.1850, -0.4344, -0.5063, 0.4481, -0.5164, 0.1908, 0.2045, 0.1992, 0.2114, 0.2190, 0.2313, 0.2320, 0.1013, -0.0378, 0.0272]
}